No. 1
C6H11NO in the gas phase. Source: OMol25; level of theory: wB97M-V/def2-TZVPD.

```
19
Properties=species:S:1:pos:R:3:forces:R:3
O -2.267 0.558 -0.956 0.27 0.06 0.00
N -1.120 0.395 1.732 0.10 -0.22 -0.28
C 1.125 -1.008 -1.335 0.02 0.06 0.04
C 1.183 -0.359 1.699 -0.12 -0.22 -0.26
C 0.417 1.273 -0.077 0.32 0.27 0.37
C 0.060 0.312 0.920 -0.24 0.47 -0.30
C -1.014 0.302 -1.451 0.07 -0.12 0.50
C 0.115 -0.075 -0.717 -0.21 -0.33 0.09
H 2.131 -0.798 -0.977 -0.02 0.05 -0.01
H 0.941 -1.405 1.908 0.01 0.01 0.04
H -0.072 2.212 -0.314 -0.06 -0.04 -0.05
H -1.924 0.703 1.207 -0.01 0.02 0.00
H -2.745 1.117 -1.579 0.05 -0.03 0.05
H -1.338 -0.482 2.190 0.00 0.02 -0.04
H 2.130 -0.322 1.168 -0.05 0.05 -0.03
H -0.934 0.356 -2.536 -0.05 -0.11 -0.02
H 1.126 -0.890 -2.423 -0.02 -0.01 0.00
H 0.884 -2.050 -1.110 -0.02 0.03 -0.04
H 1.300 0.159 2.651 -0.04 0.04 -0.06
```
Forces are in eV/Å.

Summary:
**Frontier orbital gap (alpha / beta)**: 7.5 / 7.5 eV
**Energy above the lowest of the compared OMol25 structures with the same formula, charge and spin**: 459.74 kJ/mol
**Strongest force on any atom**: 0.6 eV/Å
**E**: -365.0564 a.u.



No. 2
3 unconnected molecules or ions with the total composition C3H10NO4 at a distorted geometry. Source: OMol25; level of theory: wB97M-V/def2-TZVPD.

```
18
Properties=species:S:1:pos:R:3:forces:R:3
O 1.238 -2.517 0.523 0.14 -0.18 -0.54
O -0.507 -0.428 0.714 0.37 0.35 0.31
O -0.809 0.783 -1.114 0.16 0.97 -0.07
O 2.289 -4.831 -2.726 -0.36 -0.33 0.43
N -0.678 3.086 0.538 1.47 -0.87 1.52
C -1.858 2.922 1.352 -1.62 1.69 -1.08
C -0.425 0.655 0.060 0.14 -1.30 0.43
C 0.213 1.880 0.801 -1.57 0.88 -1.50
H 0.621 -1.778 0.297 -0.02 -0.11 0.55
H 1.175 2.099 0.370 0.52 -0.06 -0.23
H 1.916 -5.158 -1.888 0.31 0.22 -0.35
H 1.159 -2.631 1.471 -0.19 0.24 0.03
H -1.701 3.220 2.395 0.30 -0.86 0.01
H 0.338 1.731 1.875 -0.27 -0.05 -0.15
H -2.555 3.720 1.037 -0.01 -0.05 -0.05
H 1.714 -4.085 -2.925 0.06 0.17 -0.03
H -2.462 2.014 1.165 0.61 -0.18 0.59
H -0.897 3.145 -0.450 -0.05 -0.53 0.13
```
Forces are in eV/Å.

Summary:
**Frontier orbital gap**: 8.1 eV
**Energy above the lowest of the compared OMol25 structures with the same formula, charge and spin**: 140.00 kJ/mol
**Strongest force on any atom**: 2.6 eV/Å
**Charge**: -1
**E**: -476.0824 a.u.



No. 3
C18H28N2O3 in the gas phase at a distorted geometry. Source: OMol25; level of theory: wB97M-V/def2-TZVPD.

```
51
Properties=species:S:1:pos:R:3:forces:R:3
O 4.075 0.957 -1.543 -1.13 1.75 -0.81
O 2.065 -0.362 2.846 3.82 -2.25 3.49
O -0.553 -2.120 -0.936 -0.16 -3.34 0.54
N 1.967 1.138 0.184 0.98 11.85 12.71
N 0.439 -1.276 1.362 10.45 -4.58 6.13
C 0.823 -3.687 0.289 -10.10 -1.90 9.42
C 4.079 2.038 -0.670 1.07 0.44 5.65
C 0.938 1.166 1.317 8.81 -4.39 4.10
C -1.938 -0.715 -2.175 -1.50 -0.72 -5.95
C 2.028 0.410 -0.805 -8.76 -11.87 1.59
C 1.306 -0.387 1.983 -6.49 4.13 -4.74
C 0.648 -2.685 1.612 -1.21 -3.57 3.39
C -4.517 2.221 0.087 4.05 7.89 1.29
C -1.396 1.088 1.829 -4.84 -5.26 7.43
C -2.005 2.536 -0.430 1.28 -5.83 7.79
C 3.342 1.656 0.726 -0.49 -7.18 -6.15
C -3.024 1.927 0.485 -2.62 0.60 -1.30
C 2.667 0.784 -1.861 4.52 9.87 -4.04
C -2.825 1.182 1.655 7.46 5.00 -8.02
C -0.432 -3.533 -0.409 -1.77 0.17 -1.89
C -0.731 2.107 -0.192 0.37 -0.99 2.49
C -1.723 -2.133 -1.705 -2.57 -1.03 0.77
C -0.381 1.180 1.047 -3.21 6.74 -7.30
H -2.257 2.892 -1.277 -1.97 3.25 -5.49
H 2.627 0.189 -2.585 -0.29 -5.09 -6.11
H -2.678 -2.476 -1.048 1.95 0.78 -1.02
H 2.355 -0.638 -0.499 0.43 -0.25 -0.58
H 1.523 -2.943 2.370 -1.39 1.37 -1.81
H 0.133 2.544 -0.664 0.15 -0.31 -0.63
H -1.084 -0.433 -2.904 -1.34 -0.42 0.97
H -0.283 -3.120 2.345 2.00 1.00 -2.19
H -4.542 2.796 -0.918 -0.18 -1.09 1.63
H 2.210 1.865 -2.261 1.24 -2.33 0.80
H 0.864 0.139 -0.915 2.01 0.20 -1.24
H 1.514 -3.224 0.000 10.56 5.76 -5.82
H -1.447 -3.740 0.172 2.34 0.13 -0.98
H 3.887 0.687 1.082 -0.75 2.04 0.29
H 3.339 2.516 1.213 -0.46 3.25 3.03
H -4.841 3.122 0.981 0.39 -2.83 -2.74
H -1.688 -3.005 -2.482 0.08 1.98 0.70
H -5.098 1.432 0.088 -3.09 -3.83 0.20
H -2.034 0.098 -1.553 0.10 1.13 2.44
H 0.987 -4.631 0.738 0.32 -1.06 -0.11
H -3.004 -0.571 -2.835 2.91 -0.83 1.52
H -1.327 0.483 2.846 1.05 1.28 -1.61
H -0.249 -4.289 -1.221 -1.43 0.89 -0.29
H 5.075 2.162 -0.182 -0.05 0.18 -1.45
H -3.559 0.909 2.200 -4.47 -2.05 4.07
H -0.287 -1.010 0.945 -6.99 2.85 -4.41
H 1.417 1.693 2.373 -1.55 -0.52 -3.59
H 3.596 3.061 -0.703 0.50 -1.00 -2.17
```
Forces are in eV/Å.

Summary:
**Frontier orbital gap**: 7.8 eV
**Energy above the lowest of the compared OMol25 structures with the same formula, charge and spin**: 1678.33 kJ/mol
**Strongest force on any atom**: 17.4 eV/Å
**SMILES string**: CCOCCCNC(=O)[C@H](c1ccc(C)cc1)N1CCOCC1
**E**: -1037.3312 a.u.



No. 4
A molecular structure, C11H20ClIN2O2PYb at a distorted geometry. Source: OMol25; level of theory: wB97M-V/def2-TZVPD.

```
39
Properties=species:S:1:pos:R:3:forces:R:3
Yb -0.576 1.508 -0.968 4.05 -2.66 3.16
I -2.000 3.793 -1.588 -0.65 -0.46 -1.23
Cl 1.789 2.306 -1.366 -1.36 0.36 0.16
P 1.644 -0.842 -1.595 0.85 -0.62 -0.77
O -0.588 -1.738 0.793 1.23 2.89 -1.92
O -1.806 0.558 -2.611 -0.33 3.45 -0.48
N 1.311 1.034 1.693 0.74 0.11 0.07
N -0.021 1.009 1.444 -0.42 1.39 0.00
C -2.153 1.660 -3.017 -0.94 -2.24 -0.23
C 0.357 0.938 3.657 -0.19 -0.21 -0.11
C -0.407 -0.774 0.164 -2.70 -3.18 1.00
C 1.593 0.981 3.008 -0.97 0.03 -0.48
C 1.609 -2.663 -1.697 -0.37 -0.11 0.36
C -2.088 0.822 2.780 -0.88 0.04 0.25
C -2.927 1.943 -4.257 -0.32 0.56 0.25
C 3.467 -0.619 -1.563 -0.17 0.52 0.37
C -0.629 0.927 2.667 1.53 0.24 -0.65
C 1.266 -0.466 -3.350 -0.18 0.30 0.00
C 2.965 0.946 3.528 0.74 0.00 0.35
H 2.075 -0.879 -3.966 -0.34 0.16 -0.04
H 3.905 -1.038 -2.481 -0.11 0.13 0.31
H 3.027 0.234 4.360 0.02 0.18 -0.20
H 1.982 -3.078 -0.752 -0.11 -0.04 -0.26
H 2.245 -3.003 -2.526 -0.18 0.08 0.23
H -2.488 -0.019 2.193 0.14 0.20 0.18
H 3.874 -1.136 -0.681 -0.07 0.15 -0.30
H 1.963 1.171 0.912 -0.35 -0.08 0.56
H -2.586 1.747 2.447 0.10 -0.26 0.13
H 3.677 0.456 -1.488 0.24 -0.42 -0.10
H 0.193 0.899 4.726 0.05 -0.06 -0.18
H 0.579 -3.006 -1.854 0.24 -0.10 0.02
H -3.560 2.821 -4.079 0.19 -0.17 -0.25
H 0.304 -0.913 -3.635 0.27 0.00 -0.02
H -3.548 1.068 -4.515 0.43 0.15 0.20
H 3.272 1.929 3.913 -0.10 -0.23 -0.11
H 1.218 0.625 -3.478 0.15 -0.27 -0.26
H -2.227 2.159 -5.078 -0.02 0.01 0.18
H -2.359 0.657 3.832 -0.04 0.06 -0.38
H 3.681 0.638 2.756 -0.15 0.10 0.18
```
Forces are in eV/Å.

Summary:
**Frontier orbital gap (alpha / beta)**: 4.8 / 4.8 eV
**Expectation value of S²**: 0.752
**Strongest force on any atom**: 5.8 eV/Å
**2S+1**: 2
**Charge**: +2
**E**: -2948.5227 a.u.



No. 5
C5H8O2 in the gas phase. Source: OMol25; level of theory: wB97M-V/def2-TZVPD.

```
15
Properties=species:S:1:pos:R:3:forces:R:3
O -2.203 -0.150 -1.117 -0.25 0.16 -0.15
O 3.124 0.322 0.326 -0.52 -0.06 -0.02
C 0.932 -0.764 0.909 0.05 -0.09 0.13
C -0.059 -0.369 -0.212 -0.14 -0.10 -0.04
C 0.845 0.825 -0.611 0.05 0.10 -0.13
C -1.509 -0.069 0.115 0.26 -0.04 0.33
C 1.932 0.196 0.258 0.40 0.09 0.09
H -0.065 -1.130 -0.997 0.04 0.07 0.07
H 1.238 -1.812 0.970 -0.03 0.17 0.01
H 0.632 -0.424 1.908 0.04 0.03 -0.13
H 1.074 0.998 -1.666 0.01 -0.05 0.17
H -2.927 0.480 -1.138 -0.07 -0.02 0.09
H -1.600 0.929 0.574 0.02 -0.18 -0.12
H 0.491 1.763 -0.161 0.09 -0.13 -0.07
H -1.906 -0.797 0.842 0.05 0.06 -0.22
```
Forces are in eV/Å.

Summary:
**Frontier orbital gap**: 10.3 eV
**Energy above the lowest of the compared OMol25 structures with the same formula, charge and spin**: 121.06 kJ/mol
**Strongest force on any atom**: 0.5 eV/Å
**SMILES string**: O=C1CC(CO)C1
**E**: -345.7588 a.u.